Run w
Computed, not measured: 2 unconnected molecules or ions with the total composition C4H13NOS, with ωB97M-V/def2-TZVPD.

Last column: natural (NBO) charge in e.
Positions of all 20 atoms, in Å:
C 0.2488 0.1228 1.1880  -0.4115
C -0.4058 1.5123 0.9917  -0.5427
S 0.6429 2.7873 1.7945  -0.0480
C 1.1277 -0.4055 0.0733  -0.2275
N 0.4332 -0.4012 -1.2086  -0.6736
C 0.6616 -1.7216 -1.8921  -0.4195
H 0.8376 0.0957 2.1406  0.2052
H -0.5414 -0.5483 1.5212  0.2025
H -1.4072 1.4224 1.4787  0.2310
H -0.5364 1.7248 -0.0915  0.2140
H 1.7719 2.0368 2.0176  0.1226
H 2.0540 0.3044 0.1896  0.1751
H 1.3702 -1.4187 0.4384  0.2079
H 0.4799 0.3962 -1.8261  0.3815
H 1.6058 -2.2218 -1.7078  0.1899
H 0.4853 -1.5744 -2.9746  0.2001
H -0.2259 -2.3118 -1.6253  0.1913
H -3.0337 -0.6979 -0.2119  0.4673
H -2.3629 0.6175 -0.0882  0.4605
O -3.2056 0.2808 -0.2075  -0.9259

Values from the calculation:
* HOMO-LUMO gap: 9.9 eV
* 2S+1: 1
* SMILES: CNCCCS.O

Run x
Computed, not measured: 2 unconnected molecules or ions with the total composition C4H13NOS, with ωB97M-V/def2-TZVPD.

Last column: natural (NBO) charge in e.
Positions of all 20 atoms, in Å:
C -1.4317 -0.9921 -0.7408  -0.4005
N -0.0175 -1.2047 -0.5342  -0.6405
C 0.8415 -0.1336 -1.0273  -0.0471
C 2.2760 -0.6532 -1.2945  -0.5218
S 3.1474 0.3301 -2.5415  -0.0288
C 0.8944 1.1283 -0.1706  -0.6441
H -1.8375 -0.1453 -0.1622  0.1619
H -1.9732 -1.8681 -0.3816  0.2036
H -1.5741 -0.7904 -1.7954  0.1937
H 0.2959 -1.5079 0.3709  0.3572
H 0.4333 0.1219 -2.0070  0.1760
H 2.2121 -1.7039 -1.5653  0.2287
H 2.7981 -0.5281 -0.3450  0.2133
H 2.0837 0.3538 -3.3412  0.1105
H 1.5103 1.8677 -0.6781  0.2274
H 1.2607 0.8132 0.8199  0.1946
H -0.0371 1.6091 0.1391  0.2157
H -3.0861 1.6164 4.9251  0.4635
H -3.8587 0.5006 5.4927  0.4634
O -3.9375 1.1864 4.8370  -0.9268

Values from the calculation:
* HOMO-LUMO gap: 9.4 eV
* 2S+1: 1
* SMILES: CN[C@@H](C)CS.O

Result of the stability comparison: run w is the least stable of them.

Run w
Computed, not measured: 2 unconnected molecules or ions with the total composition C4H13NOS, with ωB97M-V/def2-TZVPD.

Last column: natural (NBO) charge in e.
Positions of all 20 atoms, in Å:
C -0.4713 -0.2422 -0.4128  -0.4163
C -0.6011 0.7187 -1.6216  -0.5191
S 1.0043 1.2689 -2.2036  -0.0438
C -0.7825 0.3957 0.9470  -0.2180
N -1.9423 -0.1453 1.6052  -0.6221
C -2.0618 0.3903 2.9795  -0.4151
H 0.5242 -0.6804 -0.4830  0.2138
H -1.2156 -1.0119 -0.6259  0.2171
H -1.1526 0.2414 -2.4349  0.2094
H -1.2745 1.5440 -1.3746  0.2101
H 0.6410 2.1696 -3.1274  0.1234
H -0.9670 1.4563 0.7547  0.1822
H 0.1526 0.3509 1.5246  0.1572
H -1.9718 -1.1563 1.5881  0.3539
H -1.0838 0.5170 3.4493  0.1701
H -2.4937 1.3675 2.7691  0.1932
H -2.7474 -0.1918 3.5792  0.2035
H 2.9792 -2.5812 1.2445  0.4598
H 4.1487 -3.0867 0.6092  0.4616
O 3.1964 -3.2491 0.5780  -0.9211

Values from the calculation:
* HOMO-LUMO gap: 9.5 eV
* 2S+1: 1
* SMILES: CNCCCS.O

Run x
Computed, not measured: 2 unconnected molecules or ions with the total composition C4H13NOS, with ωB97M-V/def2-TZVPD.

Last column: natural (NBO) charge in e.
Positions of all 20 atoms, in Å:
C -0.2821 -1.1287 -1.2798  -0.2167
N -1.1509 -0.4134 -0.3550  -0.6173
C -1.2948 -1.0132 0.9534  -0.2300
C -0.0530 -1.0745 1.8379  -0.5354
S 0.9700 0.4120 2.0350  -0.0561
C 0.5728 -0.2540 -2.1995  -0.6235
H -0.8294 -1.8750 -1.8602  0.1804
H 0.4295 -1.7794 -0.7473  0.1588
H -0.8382 0.5369 -0.2378  0.3566
H -2.0832 -0.4427 1.4651  0.2014
H -1.7199 -2.0230 0.9173  0.2014
H 0.6097 -1.8328 1.4248  0.2036
H -0.2707 -1.3851 2.8578  0.2306
H 0.9039 0.8275 0.7599  0.1089
H 0.1713 0.7421 -2.2725  0.2127
H 0.7412 -0.8242 -3.1026  0.2210
H 1.5762 -0.1716 -1.7684  0.2024
H 1.2528 4.0022 -0.1257  0.4637
H 0.8342 3.6875 1.2640  0.4681
O 0.4605 4.0096 0.4336  -0.9309

Values from the calculation:
* HOMO-LUMO gap: 9.4 eV
* 2S+1: 1
* SMILES: CCNCCS.O

Result of the stability comparison: run w is the least stable of them.

Run w
Computed, not measured: 2 unconnected molecules or ions with the total composition C7H20N2O, with ωB97M-V/def2-TZVPD.

Last column: natural (NBO) charge in e.
Positions of all 30 atoms, in Å:
C 1.6795 -0.2305 -1.1565  0.3883
C 1.9582 -1.7051 -0.8511  -0.6331
C 2.9507 0.4897 -1.6137  -0.6194
N 0.7085 -0.1667 -2.2406  -0.8476
O 1.2148 0.4254 0.0136  -0.8130
H 0.5381 -0.1860 0.6552  0.5196
H 0.4816 0.8024 -2.4363  0.3572
H -0.1537 -0.6273 -1.9704  0.3526
H 2.3323 -2.2101 -1.7395  0.2239
H 2.6982 -1.7891 -0.0561  0.2159
H 1.0445 -2.2081 -0.5314  0.1970
H 3.3272 0.0516 -2.5358  0.2195
H 2.7302 1.5433 -1.7842  0.2101
H 3.7134 0.4226 -0.8401  0.2156
C -1.3557 -0.2627 0.9265  -0.3044
C -0.9441 1.4055 1.5678  -0.1511
C -1.7495 -1.0310 2.1908  -0.6229
C -2.5834 -0.0177 0.0409  -0.6198
N -0.5611 2.3424 0.6208  -0.8477
H -0.7784 -0.9845 0.3365  0.1963
H 0.2776 2.0181 0.1223  0.4061
H -1.2954 2.5985 -0.0281  0.3526
H -0.1257 1.1816 2.2455  0.1865
H -1.8531 1.6952 2.0938  0.1949
H -0.8725 -1.2213 2.8100  0.2047
H -2.3086 0.5309 -0.8618  0.2025
H -2.4761 -0.4763 2.7866  0.2030
H -2.2055 -1.9924 1.9439  0.2042
H -3.0443 -0.9541 -0.2758  0.2054
H -3.3478 0.5556 0.5672  0.2031

Values from the calculation:
* HOMO-LUMO gap: 9.3 eV
* 2S+1: 1
* SMILES: CC(C)(N)O.CC(C)CN

Run x
Computed, not measured: 2 unconnected molecules or ions with the total composition C7H20N2O, with ωB97M-V/def2-TZVPD.

Last column: natural (NBO) charge in e.
Positions of all 30 atoms, in Å:
C -2.0907 -0.0615 0.1088  0.3856
C -2.5102 1.2358 -0.5794  -0.6412
C -3.2573 -0.7157 0.8502  -0.6244
N -1.6191 -0.9774 -0.8985  -0.8427
O -1.0701 0.2155 1.0813  -0.7595
H -0.9562 1.1642 1.1889  0.4785
H -1.3642 -1.8665 -0.4855  0.3623
H -0.8124 -0.6053 -1.3858  0.3637
H -3.2745 1.0216 -1.3204  0.2319
H -2.9088 1.9417 0.1465  0.2084
H -1.6568 1.6857 -1.0855  0.2084
H -4.0206 -1.0212 0.1415  0.2173
H -2.8973 -1.5888 1.3882  0.2142
H -3.6823 -0.0188 1.5672  0.2113
C 1.8044 0.3510 -0.2052  -0.2412
C 1.9806 -0.5309 1.0459  -0.2086
C 2.6365 1.6225 -0.0596  -0.6034
C 2.1934 -0.3949 -1.4808  -0.6135
N 1.1288 -1.6982 1.1545  -0.8412
H 0.7520 0.6355 -0.2767  0.1935
H 0.1657 -1.3921 1.2345  0.3758
H 1.2194 -2.2799 0.3277  0.3387
H 1.7937 0.0789 1.9324  0.1873
H 3.0211 -0.8739 1.0879  0.1795
H 2.3347 2.1806 0.8241  0.2034
H 1.5852 -1.2874 -1.6212  0.1968
H 3.6916 1.3741 0.0376  0.2023
H 2.5146 2.2649 -0.9315  0.2047
H 2.0626 0.2410 -2.3529  0.2077
H 3.2361 -0.7005 -1.4343  0.2046

Values from the calculation:
* HOMO-LUMO gap: 9.5 eV
* 2S+1: 1
* SMILES: CC(C)(N)O.CC(C)CN

Result of the stability comparison: run w is the least stable of them.

Run w
Computed, not measured: 2 unconnected molecules or ions with the total composition C11H18, with ωB97M-V/def2-TZVPD.

Last column: natural (NBO) charge in e.
Positions of all 29 atoms, in Å:
C 1.8329 0.2934 -1.5930  -0.6296
C 1.2296 3.3406 0.5224  -0.1870
C 1.9242 2.2490 -0.0375  -0.2347
C -0.0315 3.7298 0.0262  -0.2470
C 1.1567 1.5699 -0.9816  0.0100
C -0.6348 3.0545 -1.0370  -0.1836
C -0.0853 1.8531 -1.4808  -0.2399
H 1.6064 3.6199 1.4941  0.2082
H 2.8093 1.7661 0.3412  0.2195
H -0.5043 4.5441 0.5706  0.2155
H -1.4018 3.6310 -1.5494  0.2146
H 2.8032 0.3964 -2.0539  0.2165
H 1.1870 -0.2241 -2.2895  0.2074
H -0.6353 1.2239 -2.1711  0.2198
H 1.9588 -0.3156 -0.6907  0.2103
C -1.2415 -3.3092 0.6297  -0.2161
C -2.1084 -2.1971 1.2755  -0.6031
C 0.2094 -2.8516 0.6895  -0.6252
C -1.5888 -4.6465 1.2605  -0.6052
H -1.6086 -3.3849 -0.4079  0.1843
H -1.7326 -2.1026 2.2970  0.1984
H -3.1442 -2.5028 1.4739  0.1994
H 0.6179 -3.1840 -0.2789  0.2143
H 0.4275 -1.8169 0.9510  0.2169
H 0.8025 -3.4511 1.3909  0.2051
H -2.6517 -4.7494 1.0937  0.2105
H -1.1219 -5.5199 0.8006  0.2058
H -1.2138 -4.7302 2.2792  0.2028
H -2.1462 -1.2893 0.6835  0.2120

Values from the calculation:
* HOMO-LUMO gap: 9.9 eV
* 2S+1: 1
* SMILES: Cc1ccccc1.CC(C)C

Run x
Computed, not measured: 2 unconnected molecules or ions with the total composition C11H18, with ωB97M-V/def2-TZVPD.

Last column: natural (NBO) charge in e.
Positions of all 29 atoms, in Å:
C -0.8570 2.2860 -0.5732  -0.2046
C 0.3677 1.5284 0.0320  -0.6237
C -1.2004 3.5298 0.2951  -0.6103
C -0.4296 2.9008 -1.9514  -0.6090
H -1.6624 1.5537 -0.6642  0.1934
H 0.1164 0.4806 0.0032  0.2294
H -1.6286 4.2931 -0.3401  0.2059
H -1.8070 3.2518 1.1510  0.2092
H -0.2368 3.9452 0.6258  0.1965
H 0.0143 2.1076 -2.5557  0.1969
H -1.2832 3.1870 -2.5638  0.2058
H 0.3024 3.6642 -1.7306  0.2029
H 0.4431 1.9864 1.0077  0.2054
H 1.2954 1.7459 -0.5003  0.1992
C 0.8670 -1.8165 -1.9757  -0.6271
C 1.5323 -1.6075 0.4509  -0.2134
C 0.5693 -1.9318 -0.4771  -0.0255
C 1.2986 -1.6082 1.8425  -0.2049
C -0.7816 -1.9673 -0.1045  -0.2094
C -0.0601 -1.7334 2.1853  -0.2151
C -1.0872 -1.7475 1.2316  -0.2150
H 2.4839 -1.2535 0.0634  0.2062
H 2.0539 -1.4292 2.5902  0.2201
H 0.6431 -0.8522 -2.4242  0.2195
H 0.2551 -2.5951 -2.4305  0.2136
H -1.5116 -2.2010 -0.8657  0.2136
H -0.2161 -1.8725 3.2426  0.2109
H -2.0876 -1.5628 1.5902  0.2158
H 1.9222 -2.0596 -2.1030  0.2135

Values from the calculation:
* HOMO-LUMO gap: 10.0 eV
* 2S+1: 1
* SMILES: Cc1ccccc1.CC(C)C

Result of the stability comparison: run w is the least stable of them.

Run w
Computed, not measured: 2 unconnected molecules or ions with the total composition C11H18, with ωB97M-V/def2-TZVPD.

Last column: natural (NBO) charge in e.
Positions of all 29 atoms, in Å:
C -2.1691 1.7174 -2.2617  -0.6299
C -0.9319 3.0687 0.9873  -0.2248
C -1.1271 2.9135 -0.3511  -0.2039
C -1.7387 2.4331 1.8967  -0.2094
C -1.8919 1.8114 -0.7839  -0.0194
C -2.7044 1.4796 1.4840  -0.2178
C -2.7571 1.1698 0.1368  -0.2137
H -0.2251 3.8171 1.4539  0.2147
H -0.6302 3.5210 -1.1363  0.2114
H -1.4982 2.5579 3.0068  0.2105
H -3.3425 1.2727 2.3243  0.2213
H -1.3129 2.2768 -2.6983  0.2103
H -2.9977 2.2208 -2.6610  0.2193
H -3.4418 0.3617 -0.1323  0.2136
H -2.3307 0.6675 -2.6695  0.2180
C 1.6438 -1.9360 0.2371  -0.2203
C 1.7997 -3.0765 1.2201  -0.5931
C 2.8857 -1.0209 0.2250  -0.6085
C 1.6916 -2.7716 -1.1995  -0.6042
H 0.6574 -1.4151 0.3636  0.2156
H 2.7992 -3.6909 1.1148  0.1977
H 0.8958 -3.6619 1.2563  0.2097
H 2.8757 0.0540 -0.3776  0.2054
H 3.0954 -0.7189 1.2535  0.2025
H 3.7725 -1.4383 -0.1365  0.2043
H 1.8248 -3.7913 -1.1205  0.1986
H 0.7935 -2.6737 -1.8145  0.2019
H 2.5065 -2.3840 -1.7716  0.1979
H 1.8577 -2.7641 2.1542  0.1923

Values from the calculation:
* HOMO-LUMO gap: 9.8 eV
* 2S+1: 1
* SMILES: Cc1ccccc1.CC(C)C

Run x
Computed, not measured: 2 unconnected molecules or ions with the total composition C11H18, with ωB97M-V/def2-TZVPD.

Last column: natural (NBO) charge in e.
Positions of all 29 atoms, in Å:
C 3.0793 -1.4540 -0.9416  -0.6284
C 2.4476 -0.1334 -1.1363  -0.0110
C 3.0032 1.0829 -0.7692  -0.2308
C 1.1409 -0.1342 -1.6269  -0.2107
C 2.2961 2.2636 -0.9141  -0.1957
C 0.5037 1.0609 -1.9495  -0.2082
C 0.9998 2.2426 -1.4840  -0.2288
H 3.9372 -1.4756 -0.2684  0.2173
H 3.4155 -1.8805 -1.9049  0.2217
H 3.9533 1.2463 -0.2456  0.2130
H 0.6582 -1.1098 -1.6327  0.2091
H 2.5983 3.2109 -0.4772  0.2092
H -0.4497 1.0538 -2.4627  0.2141
H 0.5820 3.2363 -1.6502  0.2136
H 2.3186 -2.1162 -0.5594  0.2149
C -1.6864 -0.4026 1.3147  -0.2189
C -1.8365 -1.7491 2.0193  -0.6254
C -2.1027 -0.5418 -0.1660  -0.6027
C -2.7074 0.6872 1.8508  -0.6377
H -0.6782 0.0428 1.3902  0.2056
H -2.1465 -1.5570 3.0710  0.2064
H -3.1138 -0.9428 -0.2575  0.1968
H -2.0776 0.4412 -0.6421  0.2150
H -1.4852 -1.3708 -0.5682  0.2003
H -3.4910 0.9035 1.1471  0.2039
H -3.2285 0.2654 2.7202  0.2016
H -2.4086 1.5587 2.4600  0.2215
H -0.8074 -2.1751 2.0329  0.2207
H -2.7143 -2.2531 1.6501  0.2137

Values from the calculation:
* HOMO-LUMO gap: 9.9 eV
* 2S+1: 1
* SMILES: Cc1ccccc1.CC(C)C

Result of the stability comparison: run w is the least stable of them.